ORCA calculation (ωB97M-V/def2-TZVPD) on a 5-piece molecular cluster, C33H70BrF3IN4O12 overall.

Element x y z (Å)
C 0.01 0.59 -1.03
C -1.30 0.22 -1.80
C -1.89 -1.17 -1.37
C -3.43 -0.92 -1.10
C -4.20 -2.28 -1.01
C -5.66 -2.30 -1.59
N -6.03 -1.17 -2.44
C -6.41 0.04 -2.12
N -6.73 0.91 -3.14
C -7.06 2.01 -2.48
Br -7.57 3.45 -3.59
N -6.96 1.86 -1.15
C -7.21 2.87 -0.17
F -6.09 3.14 0.50
F -8.15 2.51 0.70
F -7.61 4.01 -0.70
N -6.55 0.57 -0.88
I -6.22 -0.11 1.02
H -0.12 0.52 0.06
H 0.27 1.62 -1.33
H 0.82 -0.06 -1.38
H -1.13 0.25 -2.89
H -2.03 1.04 -1.60
H -1.38 -1.59 -0.49
H -1.86 -1.82 -2.26
H -3.75 -0.24 -1.90
H -3.45 -0.45 -0.10
H -3.61 -3.02 -1.57
H -4.16 -2.61 0.05
H -6.40 -2.48 -0.79
H -5.73 -3.20 -2.21
H -5.98 -1.34 -3.44
C 4.14 3.37 1.14
O 4.68 2.18 0.61
C 6.10 2.19 0.57
C 6.67 0.82 0.91
O 6.56 0.47 2.29
C 5.26 0.18 2.79
C 4.65 -1.10 2.26
O 4.20 -0.93 0.92
C 4.36 -2.09 0.13
H 4.28 4.21 0.45
H 3.08 3.21 1.31
H 4.60 3.61 2.11
H 6.51 2.93 1.26
H 6.40 2.45 -0.45
H 7.74 0.85 0.70
H 6.25 0.04 0.28
H 4.59 1.03 2.66
H 5.40 0.06 3.87
H 3.77 -1.36 2.87
H 5.38 -1.91 2.33
H 5.37 -2.50 0.23
H 4.20 -1.82 -0.91
H 3.62 -2.85 0.42
C 15.00 2.23 -0.15
O 14.08 2.12 0.92
C 14.10 3.24 1.79
C 12.70 3.60 2.26
O 11.89 4.21 1.26
C 11.43 3.40 0.19
C 10.41 2.34 0.59
O 11.04 1.27 1.28
C 10.23 0.71 2.29
H 16.03 2.13 0.22
H 14.79 1.44 -0.86
H 14.89 3.19 -0.67
H 14.55 4.11 1.30
H 14.71 2.97 2.66
H 12.80 4.35 3.04
H 12.20 2.75 2.71
H 12.26 2.96 -0.35
H 10.93 4.08 -0.50
H 9.94 1.93 -0.31
H 9.64 2.81 1.22
H 9.82 1.49 2.95
H 10.86 0.05 2.90
H 9.42 0.13 1.86
C -1.76 1.64 6.98
O -2.73 2.57 6.54
C -2.22 3.89 6.42
C -2.81 4.59 5.21
O -2.30 4.13 3.96
C -2.70 2.84 3.52
C -4.17 2.72 3.15
O -4.99 2.70 4.30
C -6.23 3.34 4.12
H -1.51 1.81 8.03
H -2.18 0.64 6.87
H -0.85 1.70 6.36
H -1.13 3.89 6.34
H -2.51 4.45 7.32
H -2.51 5.64 5.26
H -3.90 4.58 5.22
H -2.41 2.08 4.25
H -2.11 2.65 2.62
H -4.33 1.78 2.61
H -4.44 3.56 2.49
H -6.10 4.34 3.68
H -6.70 3.46 5.10
H -6.89 2.74 3.48
C -5.40 -6.75 -6.63
O -6.59 -6.01 -6.46
C -7.56 -6.30 -7.46
C -8.96 -6.32 -6.87
O -9.24 -7.47 -6.08
C -8.61 -7.57 -4.81
C -9.07 -6.56 -3.78
O -8.54 -5.27 -4.07
C -9.43 -4.22 -3.74
H -4.83 -6.39 -7.50
H -4.79 -6.62 -5.74
H -5.61 -7.82 -6.74
H -7.36 -7.25 -7.95
H -7.51 -5.50 -8.21
H -9.66 -6.38 -7.71
H -9.19 -5.41 -6.33
H -7.52 -7.56 -4.92
H -8.87 -8.56 -4.44
H -8.72 -6.85 -2.79
H -10.17 -6.54 -3.78
H -10.42 -4.39 -4.16
H -9.03 -3.30 -4.18
H -9.49 -4.09 -2.65

Computed properties:
Total charge ... +1
E_LUMO ... -5.1 eV

Löwdin population analysis, charges in e, atoms 1 to 99:
1. C -0.1114
2. C -0.2625
3. C -0.1881
4. C -0.2509
5. C -0.1914
6. C -0.1900
7. N 0.0950
8. C -0.3820
9. N 0.1464
10. C -0.6827
11. Br 0.9277
12. N 0.0075
13. C -0.6730
14. F 0.1404
15. F 0.1505
16. F 0.1663
17. N -0.3252
18. I 1.2692
19. H 0.0720
20. H 0.0725
21. H 0.0749
22. H 0.1074
23. H 0.0928
24. H 0.1147
25. H 0.1071
26. H 0.0945
27. H 0.0633
28. H 0.1072
29. H 0.1058
30. H 0.0804
31. H 0.1303
32. H 0.1727
33. C -0.1137
34. O -0.2048
35. C -0.1910
36. C -0.1725
37. O -0.1257
38. C -0.1780
39. C -0.1958
40. O -0.2091
41. C -0.1135
42. H 0.0889
43. H 0.0853
44. H 0.0882
45. H 0.1250
46. H 0.1297
47. H 0.0984
48. H 0.1194
49. H 0.1147
50. H 0.1288
51. H 0.1255
52. H 0.1264
53. H 0.0882
54. H 0.0871
55. H 0.0865
56. C -0.1140
57. O -0.2020
58. C -0.1965
59. C -0.1778
60. O -0.1234
61. C -0.1788
62. C -0.2051
63. O -0.1966
64. C -0.1016
65. H 0.0885
66. H 0.0885
67. H 0.0868
68. H 0.1245
69. H 0.1277
70. H 0.1275
71. H 0.1156
72. H 0.1162
73. H 0.1273
74. H 0.1243
75. H 0.1228
76. H 0.0928
77. H 0.0915
78. H 0.0729
79. C -0.1114
80. O -0.2043
81. C -0.1927
82. C -0.1720
83. O -0.1179
84. C -0.1785
85. C -0.2170
86. O -0.1971
87. C -0.1026
88. H 0.0910
89. H 0.0874
90. H 0.0872
91. H 0.1263
92. H 0.1302
93. H 0.1303
94. H 0.1155
95. H 0.1179
96. H 0.1268
97. H 0.0628
98. H 0.1173
99. H 0.0930

=====

ORCA calculation (ωB97M-V/def2-TZVPD) on a 12-piece molecular cluster, C33H75N9O21S3 overall.

Element x y z (Å)
C 1.25 -0.90 8.01
C 0.69 -0.63 6.63
O -0.45 -1.06 6.35
N 1.41 0.13 5.77
C 1.11 0.46 4.39
H 0.51 -0.66 8.77
H 2.11 -0.25 8.18
H 1.37 -1.98 8.14
H 2.37 0.21 6.07
H 0.42 1.31 4.35
H 0.77 -0.38 3.78
H 2.12 0.76 4.11
C 3.59 -1.71 2.32
C 3.61 -3.07 1.60
O 2.73 -3.34 0.75
N 4.59 -3.90 1.86
C 4.84 -5.21 1.16
H 4.60 -1.54 2.68
H 2.90 -1.69 3.16
H 3.36 -0.88 1.65
H 5.16 -3.71 2.67
H 5.76 -5.31 0.59
H 4.09 -5.52 0.43
H 5.09 -5.98 1.89
C 1.79 4.09 3.62
C 3.13 3.92 2.83
O 3.41 2.82 2.35
N 3.80 4.92 2.35
C 3.56 6.35 2.69
H 1.06 3.34 3.32
H 1.38 5.03 3.26
H 1.98 4.26 4.68
H 4.55 4.82 1.68
H 3.26 6.79 1.73
H 4.38 7.00 2.99
H 2.85 6.55 3.48
C 3.84 -0.48 -1.65
C 3.96 0.25 -3.01
O 2.96 0.57 -3.65
N 5.18 0.58 -3.48
C 5.31 1.30 -4.72
H 4.18 0.22 -0.88
H 4.58 -1.29 -1.68
H 2.84 -0.88 -1.54
H 6.07 0.30 -3.09
H 4.54 2.07 -4.77
H 5.30 0.71 -5.63
H 6.25 1.85 -4.80
C 0.69 -3.14 -3.17
C -0.33 -3.29 -4.35
O -0.83 -2.27 -4.87
N -0.76 -4.52 -4.70
C -1.99 -4.79 -5.52
H 1.53 -3.83 -3.25
H 0.18 -3.29 -2.22
H 1.10 -2.16 -3.40
H -0.26 -5.36 -4.45
H -2.48 -5.61 -5.01
H -1.56 -5.29 -6.39
H -2.71 -4.02 -5.81
C -4.42 -1.63 -4.59
C -4.33 -2.53 -3.38
O -4.50 -3.72 -3.53
N -3.87 -1.92 -2.27
C -3.58 -2.50 -0.99
H -3.55 -1.90 -5.19
H -4.48 -0.61 -4.21
H -5.35 -1.91 -5.10
H -3.83 -0.91 -2.28
H -4.44 -2.98 -0.51
H -2.96 -1.90 -0.33
H -2.97 -3.41 -0.98
C -2.85 2.71 1.42
C -2.22 3.36 2.56
O -1.42 2.85 3.23
N -2.56 4.62 2.91
C -1.86 5.44 3.87
H -2.68 3.35 0.55
H -3.88 2.36 1.48
H -2.40 1.72 1.28
H -3.48 4.96 2.67
H -0.87 5.11 4.17
H -2.38 5.68 4.79
H -1.78 6.48 3.54
C -6.86 -0.53 2.19
C -5.34 -0.41 2.26
O -4.72 -0.17 1.22
N -4.65 -0.50 3.43
C -3.24 -0.44 3.63
H -7.28 -0.58 3.20
H -7.24 -1.40 1.65
H -7.31 0.42 1.92
H -5.18 -0.23 4.25
H -2.85 0.55 3.85
H -2.70 -0.82 2.76
H -2.93 -1.02 4.50
C -0.34 -2.77 2.72
C 0.08 -3.85 3.75
O 0.46 -4.97 3.37
N 0.05 -3.50 5.05
C 0.17 -4.53 6.03
H -1.19 -2.97 2.07
H 0.51 -2.61 2.06
H -0.63 -1.93 3.36
H -0.19 -2.55 5.29
H 0.48 -4.34 7.06
H 0.72 -5.40 5.67
H -0.82 -4.95 6.20
C 1.31 -0.50 -6.60
C 0.81 0.70 -5.86
O 1.60 1.80 -6.17
S 2.22 1.67 -7.65
O 3.61 2.10 -7.64
O 1.32 2.19 -8.66
O 2.18 -0.04 -7.57
H 0.44 -0.92 -7.12
H 1.85 -1.16 -5.93
H 0.74 0.54 -4.78
H -0.25 0.87 -6.03
C 0.69 1.30 0.13
C 0.05 0.27 1.06
O -0.99 -0.27 0.33
S -1.21 0.38 -1.20
O -2.64 0.77 -1.33
O -0.53 -0.39 -2.24
O -0.25 1.59 -0.85
H 1.50 0.85 -0.45
H 1.19 2.15 0.60
H -0.37 0.70 1.97
H 0.78 -0.50 1.31
C -2.59 2.61 -4.77
C -3.10 3.82 -3.94
O -1.97 4.81 -3.96
S -0.70 4.37 -4.99
O 0.51 4.09 -4.21
O -0.68 5.23 -6.16
O -1.46 2.97 -5.47
H -3.41 2.21 -5.38
H -2.42 1.78 -4.10
H -3.44 3.68 -2.92
H -3.90 4.46 -4.31

Computed properties:
Expectation value of S² ... 0.750
Multiplicity ... 2
Total charge ... -1
E_LUMO (alpha / beta) ... 2.0 / 2.0 eV

Löwdin population analysis, charges in e, atoms 1 to 99:
1. C -0.0714
2. C -0.5504
3. O -0.0403
4. N 0.0098
5. C -0.0684
6. H 0.0781
7. H 0.0488
8. H 0.0712
9. H 0.0593
10. H 0.0710
11. H 0.0508
12. H 0.0771
13. C -0.0192
14. C -0.5572
15. O -0.0204
16. N 0.0311
17. C -0.0449
18. H 0.0534
19. H 0.0612
20. H 0.0697
21. H 0.1244
22. H 0.0630
23. H 0.0807
24. H 0.0708
25. C -0.0285
26. C -0.5944
27. O -0.0514
28. N 0.0243
29. C -0.1286
30. H 0.0490
31. H 0.0464
32. H 0.0568
33. H 0.1409
34. H 0.0718
35. H 0.0624
36. H 0.0649
37. C 0.0035
38. C -0.5097
39. O 0.0295
40. N 0.0034
41. C -0.0900
42. H 0.0782
43. H 0.0733
44. H 0.0710
45. H 0.1338
46. H 0.0857
47. H 0.0830
48. H 0.0801
49. C 0.0090
50. C -0.5044
51. O -0.0098
52. N 0.0171
53. C -0.0417
54. H 0.0701
55. H 0.0843
56. H 0.0557
57. H 0.1314
58. H 0.0755
59. H 0.0691
60. H 0.0717
61. C 0.0038
62. C -0.5667
63. O 0.0259
64. N 0.0346
65. C -0.0792
66. H 0.0685
67. H 0.0681
68. H 0.0828
69. H 0.0926
70. H 0.0852
71. H 0.0614
72. H 0.0800
73. C 0.0085
74. C -0.6233
75. O 0.0753
76. N 0.0111
77. C -0.1344
78. H 0.0952
79. H 0.0859
80. H 0.0605
81. H 0.1285
82. H 0.0649
83. H 0.0687
84. H 0.0651
85. C -0.0061
86. C -0.5120
87. O 0.0097
88. N 0.0049
89. C -0.0744
90. H 0.0588
91. H 0.0831
92. H 0.0776
93. H 0.1290
94. H 0.0802
95. H 0.0744
96. H 0.0841
97. C 0.0115
98. C -0.5139
99. O -0.0020

=====

The evaluated calculated total energy for the records listed, in turn: -5592.017397, -4569.680891 a.u..